1.
C51H52AsCaN5O7S2 as an isolated structure in a non-equilibrium geometry, computed with ωB97M-V/def2-TZVPD.

Structure (ORCA input):
```
! wB97M-V def2-TZVPD RIJCOSX def2/J DEFGRID3
* xyz -2 1
Ca -0.13710 -1.04793 -1.96769
C 6.95588 1.33270 3.25524
C 6.70345 2.36433 2.19048
C 7.67581 3.30181 1.86049
C 7.47152 4.28246 0.89271
C 6.24812 4.29815 0.23665
C 5.25951 3.36463 0.52482
C 5.45925 2.36799 1.50913
N 4.51994 1.41126 1.80638
C 3.01611 1.56210 2.01190
N 2.68437 2.95492 1.76983
C 1.88906 3.46676 0.81008
C 1.37565 2.62714 -0.18579
C 0.57125 3.13716 -1.19578
C 0.24846 4.48225 -1.23194
C 0.74739 5.31466 -0.22248
C 1.55767 4.84438 0.79454
C 2.11855 5.73336 1.86773
N 2.38463 0.74059 0.90469
C 2.59702 -0.67592 1.04633
C 3.36854 -1.31680 0.09351
C 3.66124 -2.66832 0.20840
C 3.17406 -3.37499 1.29829
C 2.38318 -2.72498 2.24256
C 2.07040 -1.36955 2.13547
C 1.18635 -0.71481 3.16230
H 7.83016 1.60159 3.85048
H 7.13503 0.33419 2.83599
H 6.09967 1.24346 3.92935
H 8.62201 3.26670 2.39309
H 8.24808 4.99776 0.65070
H 6.05835 5.03384 -0.53732
H 4.33777 3.37118 -0.03755
H 4.85653 0.66738 2.38514
H 3.01285 3.58107 2.47902
H 0.19603 2.45189 -1.94480
H -0.36673 4.88282 -2.02746
H 0.49256 6.37216 -0.22555
H 1.75191 6.75474 1.75535
H 3.21548 5.76481 1.84074
H 1.83775 5.38716 2.87043
H 3.72447 -0.74336 -0.75338
H 4.23667 -3.16587 -0.56461
H 3.38226 -4.43509 1.39985
H 1.96464 -3.28559 3.07470
H 0.65785 -1.47834 3.74224
H 0.44398 -0.06497 2.68612
H 1.78028 -0.06688 3.81176
O -4.59397 -2.63480 -2.69873
As -2.92359 -2.33193 -3.27845
O -2.45567 -3.75403 -3.96460
O -2.17647 -1.74979 -1.86832
C -3.47028 -0.90825 -4.50690
C -4.79701 -0.88696 -4.92873
C -5.23624 0.11384 -5.78839
C -4.36483 1.09818 -6.23717
C -3.03662 1.08988 -5.83624
C -2.59631 0.09300 -4.97835
S -0.91748 0.12892 -4.43292
O -0.59131 -1.30269 -4.25313
O -0.13008 0.82373 -5.40898
O -0.98575 0.78760 -3.11225
H -4.47737 -3.33830 -2.04680
H -5.47173 -1.65049 -4.56917
H -6.27057 0.12425 -6.10939
H -4.72001 1.87402 -6.90484
H -2.33162 1.83435 -6.18385
C -4.99463 -1.65681 2.46122
C -3.74403 -1.82719 3.33926
C -3.07273 -0.45764 3.51422
C -4.17188 -2.33152 4.71897
C -2.79408 -2.81359 2.64765
C -2.82800 -4.18952 2.93606
C -2.01302 -5.08954 2.26894
C -1.14409 -4.60697 1.29372
S -0.03276 -5.45382 0.28080
C 0.42925 -3.94003 -0.48201
N -0.18274 -2.89040 -0.00986
C -1.09779 -3.25108 0.99150
C -1.92984 -2.36083 1.66353
C 1.46737 -3.91862 -1.56513
C 2.24258 -5.06525 -1.77779
C 3.24633 -5.04593 -2.73126
C 3.45024 -3.87424 -3.46566
C 2.64724 -2.76299 -3.23870
C 1.61357 -2.71488 -2.27514
H -5.67433 -0.90773 2.89050
H -5.53780 -2.60415 2.36664
H -4.71073 -1.33462 1.45481
H -3.72479 0.19625 4.10250
H -2.87527 0.03873 2.56188
H -2.11545 -0.54998 4.03747
H -4.73243 -1.54561 5.23529
H -3.30280 -2.59168 5.33163
H -4.82110 -3.21098 4.65743
H -3.50687 -4.57093 3.68973
H -2.06078 -6.14761 2.50124
H -1.88699 -1.31689 1.37733
H 2.08209 -5.96961 -1.19437
H 3.85707 -5.92389 -2.90552
H 4.23301 -3.84239 -4.21940
H 2.84071 -1.88005 -3.85031
O 1.20106 0.43033 -1.01927
C 1.65385 1.17121 -0.11697
C -3.60310 2.77258 -1.81225
C -3.91048 1.86768 -0.61451
C -4.50855 2.69756 0.52724
C -4.86295 0.73590 -1.01178
C -2.65128 1.25831 -0.09015
N -1.71893 0.82827 0.43105
H -4.55155 3.09951 -2.24738
H -3.02512 2.24466 -2.56634
H -3.02907 3.64924 -1.49842
H -5.43578 3.16069 0.17700
H -3.81738 3.48214 0.84125
H -4.73401 2.06704 1.39076
H -5.75867 1.17090 -1.46894
H -5.16255 0.15063 -0.13843
H -4.40095 0.05083 -1.71493
*
```

The calculation puts the max |F| at 2.0 eV/Å. The HOMO-LUMO gap is 4.94 eV. As for the total energy: -6485.09132 Eh.

2.
C16H30Cl12Mg2O4 as an isolated structure in a non-equilibrium geometry, computed with ωB97M-V/def2-TZVPD.

Structure (ORCA input):
```
! wB97M-V def2-TZVPD RIJCOSX def2/J DEFGRID3
* xyz 3 2
Mg 3.99961 -1.58451 2.62638
Mg 1.72247 -3.94664 1.64790
C 2.67313 -3.57558 5.73717
C 3.14652 -2.92417 4.44934
O 4.08276 -2.12428 4.48331
O 2.71942 -3.14190 3.29451
H 3.05424 -3.08325 6.63186
H 3.12158 -4.56624 5.81182
H 1.59224 -3.69631 5.66504
C 0.71819 0.05300 0.23920
C 1.47043 -1.00985 1.00915
O 1.04505 -2.14957 1.15067
O 2.57313 -0.76438 1.56811
H -0.30976 0.20661 0.56754
H 0.90417 -0.04126 -0.83067
H 1.24773 0.99475 0.38341
Cl -3.64887 -5.13096 -1.40219
C -2.07144 -4.59055 -0.79996
C -2.16368 -3.11266 -0.55253
Cl -3.19542 -2.66669 0.82211
H -1.28752 -4.81735 -1.52255
H -1.85223 -4.99448 0.18843
H -2.49685 -2.64759 -1.48033
H -1.20721 -2.60308 -0.43595
Cl 0.00484 4.21806 -3.44849
C 1.56582 4.50358 -2.56524
C 2.39894 3.28982 -2.34744
Cl 3.06365 2.79255 -3.91221
H 1.22935 4.83498 -1.58287
H 1.99326 5.35934 -3.08781
H 1.79726 2.48456 -1.92594
H 3.28142 3.41384 -1.71978
Cl -6.05101 1.29763 -0.61305
C -4.25273 1.06367 -0.47181
C -3.92297 1.07445 1.04958
Cl -4.31726 2.69229 1.84351
H -3.77977 1.85550 -1.05268
H -4.05640 0.09050 -0.92180
H -2.88917 0.88891 1.34104
H -4.58739 0.36594 1.54422
Cl -4.37042 1.33186 -3.79891
C -2.91040 0.95008 -4.71939
C -1.71085 1.25587 -3.81015
Cl -1.59117 0.16825 -2.39705
H -3.00621 1.71521 -5.48978
H -3.00901 -0.02473 -5.19701
H -1.70811 2.29581 -3.48365
H -0.82494 1.22743 -4.44453
Cl -0.58597 2.22089 2.70013
C -1.31912 3.22273 3.97648
C -1.56362 2.41700 5.23572
Cl -2.94222 1.40134 4.95329
H -2.17476 3.79594 3.61953
H -0.51511 3.91925 4.21428
H -1.76039 3.02314 6.12002
H -0.66588 1.84253 5.46408
Cl 5.23413 -0.58887 -1.34547
C 3.83284 -1.03402 -2.33876
C 4.31094 -1.42096 -3.71890
Cl 4.79387 -0.05367 -4.66251
H 3.18658 -0.16169 -2.43607
H 3.22961 -1.79302 -1.84065
H 3.53890 -1.99099 -4.23573
H 5.21581 -2.02808 -3.74596
*
```

The calculation puts the max |F| at 5.7 eV/Å. The value obtained for the energy above the lowest of the compared OMol25 structures with the same formula, charge and spin is 11.08 kJ/mol. The HOMO-LUMO gap (alpha / beta) is 4.03 / 2.66 eV. As for the total energy: -6850.14079 Eh. Its expectation value of S² is 0.755.

3.
One molecule with the formula C13H26NO4, computed with ωB97M-V/def2-TZVPD.

Structure (ORCA input):
```
! wB97M-V def2-TZVPD RIJCOSX def2/J DEFGRID3
* xyz 0 2
C -4.46370 1.47083 -3.64849
C -3.79340 0.13673 -3.94043
O -3.44556 -0.59392 -2.77560
C -2.42170 0.01600 -2.01371
C -2.00819 -0.94760 -0.90516
O -0.60606 -1.19967 -0.90989
C 0.16755 -0.43082 -0.01468
O -0.13233 0.94264 -0.14865
C -0.09323 -0.81756 1.43099
C 0.82670 -0.10991 2.44611
C 0.07695 1.04862 3.10274
C 1.33708 -1.07962 3.52287
N 1.99994 0.49293 1.75055
O 2.74748 1.22661 2.47277
C 2.64878 -0.06707 0.53591
C 3.72863 -1.06075 0.97168
C 3.29311 1.11006 -0.19622
C 1.60686 -0.76079 -0.36185
H -5.22756 1.34461 -2.87940
H -3.75387 2.22785 -3.31501
H -4.95118 1.84376 -4.55061
H -2.89297 0.28329 -4.55271
H -4.47013 -0.51531 -4.49222
H -1.54992 0.21510 -2.65333
H -2.76654 0.96973 -1.60042
H -2.50329 -1.90167 -1.08441
H -2.32264 -0.56974 0.06823
H 0.17187 1.23585 -1.01331
H -1.12872 -0.59292 1.68978
H 0.02803 -1.90036 1.48546
H -0.25340 1.76343 2.34907
H 0.71598 1.56282 3.81789
H -0.79591 0.65575 3.62769
H 2.23457 -0.66678 3.98311
H 0.58754 -1.21063 4.30476
H 1.57093 -2.06223 3.11012
H 4.42520 -0.57132 1.65196
H 4.27520 -1.41975 0.09721
H 3.29128 -1.92297 1.47783
H 3.68813 0.76827 -1.15467
H 2.56202 1.90090 -0.36961
H 4.10914 1.52805 0.38913
H 1.70483 -1.84582 -0.29769
H 1.78253 -0.49662 -1.40781
*
```

The calculation puts the max |F| at 0.3 eV/Å. The HOMO-LUMO gap (alpha / beta) is 8.46 / 10.01 eV. As for the total energy: -866.57711 Eh. Its expectation value of S² is 0.754.

- Which formula does entry 1 have?
  C51H52AsCaN5O7S2